No. 1
{"formula": "BrClH2N2", "method": "ωB97M-V/def2-TZVPD", "homo_energy_ev": [-9.6, -9.7], "lumo_energy_ev": [-1.84, -1.79], "energy_ev": -85573.760, "species": ["N", "N", "Cl", "Br", "H", "H"], "positions_angstrom": [[0.42978, -0.43688, -0.47979], [-0.50406, 0.48147, -0.35618], [0.04433, 1.66609, 1.56990], [-1.97560, -0.35450, 0.04584], [0.76009, -1.12422, 0.29280], [1.24546, -0.23195, -1.07257]], "forces_ev_per_angstrom": [[2.51, -1.24, 0.57], [3.55, 0.75, 0.21], [-0.41, -0.72, -1.23], [-3.26, -1.01, 1.32], [-1.67, 1.44, -1.35], [-0.73, 0.78, 0.47]]}

No. 2
{"formula": "BrClH2O2Si", "method": "ωB97M-V/def2-TZVPD", "homo_energy_ev": -11.0, "smiles": "O[Si](O)(Cl)Br", "lumo_energy_ev": 0.32, "energy_ev": -94575.320, "species": ["O", "Si", "O", "Cl", "Br", "H", "H"], "positions_angstrom": [[-1.04270, -0.68989, 0.00088], [-0.50611, 0.77278, 0.85161], [1.03389, 1.13328, 0.54809], [-1.57604, 2.38132, 0.38158], [-0.71363, 0.09489, 2.91683], [-1.32942, -0.56909, -0.90111], [1.74279, 0.52010, 0.73051]], "forces_ev_per_angstrom": [[0.96, 2.55, 1.77], [-0.55, -3.59, -1.24], [0.09, 0.50, -0.30], [-0.40, 0.48, -0.15], [-0.10, 0.13, 0.24], [-0.08, 0.18, -0.42], [0.09, -0.25, 0.10]]}

No. 3
{"formula": "BrClHOP", "method": "ωB97M-V/def2-TZVPD", "homo_energy_ev": -10.1, "smiles": "OP(Cl)Br", "lumo_energy_ev": 0.27, "energy_ev": -93918.980, "species": ["O", "P", "Cl", "Br", "H"], "positions_angstrom": [[-1.18508, -0.22493, 0.16336], [0.04000, -0.08177, -0.87604], [0.97890, 1.41868, 0.12409], [1.33269, -1.80027, -0.08514], [-1.16651, 0.68830, 0.67373]], "forces_ev_per_angstrom": [[-0.32, 2.84, 1.24], [0.46, -1.17, 0.10], [0.56, 0.86, 0.05], [-0.25, 0.23, -0.35], [-0.45, -2.77, -1.04]]}

No. 4
{"formula": "BrClIO3P", "method": "ωB97M-V/def2-TZVPD", "homo_energy_ev": -9.3, "lumo_energy_ev": -1.86, "energy_ev": -106093.894, "species": ["O", "O", "O", "P", "Cl", "Br", "I"], "positions_angstrom": [[-0.22829, -0.19122, 1.67201], [-0.12839, -1.53420, -0.56991], [-0.43477, 1.36109, -0.95948], [0.31634, -0.32154, 0.34622], [-1.82292, -1.72455, -0.54644], [-0.36445, 2.78072, 0.04901], [2.66247, -0.37030, 0.00859]], "forces_ev_per_angstrom": [[-0.17, 0.18, 0.69], [-0.53, -0.30, -0.38], [1.37, -4.19, 1.34], [-0.48, 2.84, -2.38], [0.10, -0.15, -0.13], [0.02, 1.47, 0.86], [-0.32, 0.15, 0.01]]}

No. 5
{"formula": "BrClIO3P", "method": "ωB97M-V/def2-TZVPD", "homo_energy_ev": -10.3, "lumo_energy_ev": -2.73, "energy_ev": -106095.267, "species": ["O", "O", "O", "P", "Cl", "Br", "I"], "positions_angstrom": [[-0.01224, 1.91882, 0.55522], [-1.67921, -0.20851, -0.07214], [0.62536, -0.72854, 0.36321], [-0.22386, 0.59622, 0.13370], [-1.79919, -1.49143, 1.08477], [0.42578, 0.94153, -1.86121], [2.66335, -1.02808, -0.20354]], "forces_ev_per_angstrom": [[-0.39, 3.23, 3.98], [0.99, 0.57, 1.49], [2.17, -0.01, 0.85], [0.11, -4.72, -3.95], [-0.63, 0.50, -0.45], [-0.25, 0.01, -2.75], [-1.99, 0.42, 0.83]]}

No. 6
{"formula": "BrFH2NPS", "method": "ωB97M-V/def2-TZVPD", "homo_energy_ev": [-9.3, -9.2], "lumo_energy_ev": [-2.40, -3.94], "energy_ev": -94405.875, "species": ["N", "F", "P", "S", "Br", "H", "H"], "positions_angstrom": [[-0.35275, -0.65124, 0.09730], [-2.36369, 0.59682, -0.18939], [-0.81113, 0.78163, -0.60913], [-0.23790, 2.35527, 0.44461], [4.30101, -0.64900, -0.04032], [-1.07173, -1.35793, 0.31324], [0.53618, -1.07556, -0.01630]], "forces_ev_per_angstrom": [[-1.01, -1.17, 0.26], [0.26, -0.14, -0.78], [-0.79, 0.64, 1.82], [0.30, -0.18, -0.74], [-0.04, 0.01, 0.00], [0.44, 0.83, -0.27], [0.84, 0.02, -0.29]]}

No. 7
{"formula": "BrFH2NPS", "method": "ωB97M-V/def2-TZVPD", "homo_energy_ev": [-9.4, -9.3], "lumo_energy_ev": [-2.48, -4.21], "energy_ev": -94405.704, "species": ["N", "F", "P", "S", "Br", "H", "H"], "positions_angstrom": [[1.08021, -0.85567, 0.72004], [3.23167, 0.11567, -0.18300], [2.14115, 0.36520, 1.09010], [1.19078, 2.11946, 0.86339], [-1.61281, -3.82618, 0.15762], [1.05403, -1.75035, 0.25023], [0.17444, -0.62596, 1.07244]], "forces_ev_per_angstrom": [[-0.48, -0.06, 0.36], [-1.25, 0.21, 1.90], [0.56, 0.61, -3.02], [0.82, -1.08, 0.55], [0.03, 0.03, 0.00], [0.93, 0.22, 0.05], [-0.60, 0.07, 0.16]]}

No. 8
{"formula": "BrFO2S", "method": "ωB97M-V/def2-TZVPD", "homo_energy_ev": -11.3, "lumo_energy_ev": -1.81, "energy_ev": -87687.857, "species": ["O", "O", "F", "S", "Br"], "positions_angstrom": [[1.45999, -1.04248, -0.79347], [0.30004, -0.31060, 1.21118], [-2.87048, -0.10947, -1.33010], [0.78531, 0.00492, -0.11213], [-2.71769, -0.25958, 0.47003]], "forces_ev_per_angstrom": [[0.38, -0.27, -0.63], [0.43, 0.55, -0.73], [0.08, -0.10, 1.25], [-0.47, -0.27, 1.43], [-0.41, 0.10, -1.32]]}

No. 9
{"formula": "BrFO2S", "method": "ωB97M-V/def2-TZVPD", "homo_energy_ev": -11.5, "lumo_energy_ev": -1.60, "energy_ev": -87687.833, "species": ["O", "O", "F", "S", "Br"], "positions_angstrom": [[-0.79330, 0.40247, -2.60281], [1.07991, 1.02274, -1.28644], [-0.76547, -0.98283, 2.08817], [-0.23575, 0.44640, -1.25705], [0.71461, -0.88879, 3.05813]], "forces_ev_per_angstrom": [[-0.41, -0.44, 1.77], [-0.06, -0.20, 1.19], [0.29, 0.03, 0.16], [0.46, 0.63, -2.92], [-0.29, -0.02, -0.19]]}

No. 10
{"formula": "BrH10O5", "method": "ωB97M-V/def2-TZVPD", "charge": -1, "homo_energy_ev": -5.4, "lumo_energy_ev": 3.49, "energy_ev": -80445.642, "species": ["Br", "O", "H", "H", "O", "H", "H", "O", "H", "H", "O", "H", "H", "O", "H", "H"], "positions_angstrom": [[-0.80300, -0.74419, 0.16188], [2.06026, 0.57297, 0.91583], [1.49658, 1.11834, 0.35935], [1.46186, -0.17558, 0.93860], [1.93983, -2.37689, 1.27008], [1.01846, -2.44925, 1.09605], [2.35117, -2.17229, 0.44887], [-3.15189, 0.56761, 2.18841], [-2.84423, -0.10214, 1.63567], [-4.11413, 0.65535, 2.11145], [1.37420, -0.32624, -2.61100], [1.87371, 0.26965, -2.11560], [0.86609, -0.80305, -1.98184], [-1.14231, 1.92562, -1.84689], [-1.05775, 1.23547, -1.14096], [-1.32884, 2.80463, -1.42988]], "forces_ev_per_angstrom": [[-0.18, -0.26, -0.13], [0.19, 0.51, -0.43], [0.12, 0.57, -0.04], [-0.12, -0.82, 0.54], [1.08, -0.54, 1.45], [-1.41, 0.12, -0.42], [0.36, 0.31, -1.02], [-1.45, 2.29, 2.06], [0.89, -1.86, -1.81], [0.60, -0.33, -0.22], [-0.16, -0.96, -2.36], [1.18, 1.52, 1.31], [-1.05, -0.60, 1.09], [-0.14, 0.93, 0.59], [-0.17, 0.65, -0.37], [0.27, -1.55, -0.23]]}

No. 11
{"formula": "BrH14O7", "method": "ωB97M-V/def2-TZVPD", "charge": -1, "homo_energy_ev": -5.1, "lumo_energy_ev": 3.28, "energy_ev": -84596.533, "species": ["Br", "O", "H", "H", "O", "H", "H", "O", "H", "H", "O", "H", "H", "O", "H", "H", "O", "H", "H", "O", "H", "H"], "positions_angstrom": [[13.94234, -22.45031, 17.06751], [16.33417, -21.93168, 16.41457], [16.52580, -22.63239, 17.03787], [15.52598, -21.53530, 16.74008], [14.17252, -20.96342, 19.08134], [13.92080, -21.46342, 18.30489], [14.44358, -20.11104, 18.74043], [11.88021, -22.90820, 15.67626], [10.97416, -22.64385, 15.51681], [12.07651, -22.57602, 16.55224], [12.93269, -23.90415, 19.01852], [13.47567, -23.69082, 18.25964], [12.75634, -23.05931, 19.43252], [14.20123, -20.66585, 15.30843], [13.38480, -20.74702, 14.81538], [14.15376, -21.35883, 15.96703], [14.44186, -25.03574, 16.28830], [14.57261, -24.15822, 16.64757], [13.71304, -25.39582, 16.79366], [16.07310, -23.38036, 17.83446], [16.16903, -24.00326, 18.55489], [15.19875, -23.00925, 17.95289]], "forces_ev_per_angstrom": [[-5.42, -2.39, -2.12], [2.34, 4.25, -4.21], [1.58, 0.89, -0.97], [1.77, 0.76, -0.26], [0.42, 2.32, 3.66], [-0.38, 1.15, 1.05], [0.11, 0.28, 0.03], [-1.78, -0.33, -1.46], [-0.46, -0.06, -0.28], [-0.31, 0.01, 0.29], [-1.15, -1.82, 2.12], [-0.33, -0.44, 0.39], [0.08, 0.24, 0.09], [0.19, 3.22, -2.67], [-0.18, -0.09, -0.09], [0.02, 1.23, -1.89], [0.27, -2.02, -0.61], [0.38, -0.54, -0.51], [-0.27, -0.08, 0.02], [2.42, -6.28, 5.82], [0.38, -0.47, 0.31], [0.32, 0.17, 1.31]]}

No. 12
{"formula": "BrH16O8", "method": "ωB97M-V/def2-TZVPD", "charge": -1, "homo_energy_ev": -5.9, "lumo_energy_ev": 3.10, "energy_ev": -86685.023, "species": ["Br", "O", "H", "H", "O", "H", "H", "O", "H", "H", "O", "H", "H", "O", "H", "H", "O", "H", "H", "O", "H", "H", "O", "H", "H"], "positions_angstrom": [[-0.23935, 0.45197, 0.76497], [1.90655, -0.70418, -1.66640], [2.09090, -1.57338, -2.15586], [1.51481, -1.13230, -0.88901], [1.86457, 2.16558, -1.26384], [1.15319, 2.29149, -0.58922], [1.59281, 2.74366, -1.96497], [-0.93784, 1.38148, -2.31561], [-0.35122, 1.20020, -1.60688], [-0.41548, 1.58463, -3.11737], [-1.03541, -2.40473, -1.14782], [-1.79592, -1.84705, -1.25944], [-0.48709, -1.70384, -0.77215], [-3.30100, 1.64076, 0.13530], [-2.41258, 1.57928, 0.42086], [-3.88756, 1.76709, 0.84071], [-2.87384, -1.38219, 1.04124], [-2.09271, -0.81521, 1.09386], [-3.10278, -1.65354, 1.96593], [3.03735, 0.54717, 0.71311], [3.57101, 0.06616, 1.36369], [2.16140, 0.29403, 1.02916], [1.71115, -1.39595, 3.07120], [0.98087, -0.82135, 3.02592], [1.34814, -2.27979, 3.28261]], "forces_ev_per_angstrom": [[0.06, 0.05, 0.42], [0.26, -3.03, -1.08], [-0.22, 1.98, 0.45], [0.02, 0.88, 0.33], [-0.60, 0.28, 1.02], [0.88, -0.39, -0.47], [-0.19, 0.48, -0.62], [-1.12, 0.76, -2.22], [1.22, -0.51, 0.98], [-0.20, -0.39, 1.01], [0.65, 0.08, -0.04], [-1.21, 0.01, -0.25], [0.53, -0.16, 0.23], [-0.87, 0.21, -2.59], [1.52, -0.23, 0.80], [-0.78, 0.13, 1.70], [-1.08, -0.85, 1.32], [0.24, 0.16, 0.13], [0.53, 0.50, -1.33], [0.67, -0.44, 0.93], [0.15, 0.19, -0.25], [-0.50, 0.25, -0.37], [1.46, -2.07, 0.58], [-1.65, 1.23, -0.39], [0.23, 0.86, -0.29]]}